# 1
{"formula": "C22H44BCl32FO2", "method": "ωB97M-V with the def2-TZVPD basis set", "orbital_gap_ev": 10.81, "elements": ["O", "C", "O", "C", "C", "C", "B", "C", "C", "F", "H", "H", "H", "H", "H", "H", "H", "H", "H", "H", "H", "H", "C", "Cl", "Cl", "H", "H", "C", "Cl", "Cl", "H", "H", "C", "Cl", "Cl", "H", "H", "C", "Cl", "Cl", "H", "H", "C", "Cl", "Cl", "H", "H", "C", "Cl", "Cl", "H", "H", "C", "Cl", "Cl", "H", "H", "C", "Cl", "Cl", "H", "H", "C", "Cl", "Cl", "H", "H", "C", "Cl", "Cl", "H", "H", "C", "Cl", "Cl", "H", "H", "C", "Cl", "Cl", "H", "H", "C", "Cl", "Cl", "H", "H", "C", "Cl", "Cl", "H", "H", "C", "Cl", "Cl", "H", "H", "C", "Cl", "Cl", "H", "H"], "xyz": [[4.58495, 3.36039, 2.86305], [4.44168, 2.82530, 1.77923], [5.49730, 2.42608, 1.02759], [3.09383, 2.57599, 1.16589], [3.05044, 2.06202, -0.26938], [3.53841, 0.62864, -0.60992], [2.86790, -0.54742, 0.18298], [3.16842, -1.06409, 1.62758], [4.57747, -0.92348, 2.16230], [5.51454, -0.89630, 1.12430], [6.17718, 2.06946, 1.60920], [2.53079, 1.96697, 1.86314], [2.61782, 3.55360, 1.17164], [2.03766, 2.17634, -0.62239], [3.66103, 2.75239, -0.84187], [4.61913, 0.62772, -0.56795], [3.27318, 0.46760, -1.65384], [1.96937, -1.11721, -0.37289], [2.47660, -0.56992, 2.31132], [2.90078, -2.12560, 1.65646], [4.70098, -0.03406, 2.77407], [4.83244, -1.76866, 2.79474], [1.39020, -4.98538, 2.21947], [1.72676, -4.44675, 0.57035], [2.78613, -4.74982, 3.27353], [0.55435, -4.41235, 2.60103], [1.15760, -6.04216, 2.19131], [-0.32014, -5.60862, -2.18679], [-0.95278, -7.20323, -2.61423], [-1.61565, -4.41636, -2.05599], [0.18113, -5.68367, -1.23247], [0.36851, -5.28744, -2.95785], [-3.63969, -1.11811, -2.89314], [-4.43176, -2.35761, -1.91994], [-1.92169, -0.99614, -2.48946], [-3.73338, -1.39618, -3.93498], [-4.10608, -0.15955, -2.70106], [-7.65330, -5.34520, -2.14352], [-7.46246, -4.79404, -3.81091], [-6.22794, -4.99245, -1.15853], [-8.50137, -4.83284, -1.70814], [-7.80443, -6.41654, -2.14973], [-3.74904, -4.09610, 1.37782], [-4.54999, -3.31326, 2.74352], [-2.20730, -4.83264, 1.83559], [-4.39149, -4.88544, 1.00875], [-3.56105, -3.35366, 0.61267], [8.67829, -0.88381, 0.47192], [9.49578, 0.09305, 1.70081], [9.74817, -2.09218, -0.24941], [7.84596, -1.39144, 0.93846], [8.33149, -0.22226, -0.31107], [-3.25897, -8.49537, 2.76680], [-1.87599, -8.40342, 1.67318], [-4.67653, -7.64963, 2.12696], [-3.51832, -9.53676, 2.90300], [-2.98447, -8.03461, 3.70669], [-0.00206, 1.39223, -3.85644], [-1.14978, 2.61842, -3.30771], [1.32256, 2.08490, -4.80552], [0.42127, 0.89877, -2.99566], [-0.53174, 0.68158, -4.47595], [1.10300, 3.51329, 4.33042], [0.26596, 3.86804, 2.80843], [0.34912, 2.22594, 5.27147], [2.12893, 3.24126, 4.10825], [1.07363, 4.41677, 4.92500], [-3.62824, -9.50398, -4.43203], [-4.39963, -8.65806, -3.08550], [-2.11949, -10.29658, -3.95719], [-4.30972, -10.26240, -4.79374], [-3.40277, -8.78184, -5.20574], [-1.68155, 6.34747, -4.77184], [-2.97416, 5.45351, -3.95420], [-0.16377, 6.10649, -3.89914], [-1.58877, 5.95747, -5.77701], [-1.91366, 7.40415, -4.77842], [3.47391, 4.72612, -3.70402], [4.48867, 5.70664, -4.77063], [2.83605, 5.65068, -2.34113], [2.63416, 4.35563, -4.27597], [4.07186, 3.91073, -3.31720], [1.94744, 8.64743, 0.05217], [0.82485, 7.32691, -0.29663], [1.59415, 10.16544, -0.79119], [1.95022, 8.82782, 1.11894], [2.92545, 8.32767, -0.28463], [-3.18827, 11.30958, -0.14679], [-3.38799, 12.98826, -0.67521], [-1.52145, 10.74852, -0.31642], [-3.47146, 11.24616, 0.89410], [-3.82680, 10.68442, -0.75719], [0.75583, -0.29092, 8.72505], [2.20194, -0.09228, 7.73239], [-0.71724, 0.12019, 7.84406], [0.69063, -1.32237, 9.04583], [0.83894, 0.37581, 9.57310], [-7.03673, 0.03120, 0.17692], [-7.25733, -1.69036, -0.15365], [-5.36373, 0.42007, 0.60143], [-7.29685, 0.58538, -0.71551], [-7.67542, 0.30950, 1.00462]], "mulliken_charge": [-0.633, 0.356, -0.417, -0.110, -0.557, -0.794, 0.350, 0.229, -0.282, -0.242, 0.330, 0.095, 0.467, 0.414, 0.166, 0.235, 0.243, -0.189, 0.349, -0.575, 0.251, 0.308, -0.186, -0.167, -0.172, 0.128, 0.355, -0.176, -0.113, 0.002, -0.024, 0.326, -0.535, 0.020, -0.121, 0.333, 0.309, -0.454, -0.156, -0.013, 0.309, 0.311, 0.369, -0.175, -0.060, -0.141, 0.018, 0.074, -0.173, -0.176, 0.024, 0.246, -0.324, -0.130, -0.127, 0.327, 0.257, -0.119, -0.080, -0.181, 0.026, 0.368, -0.156, -0.138, -0.114, 0.059, 0.362, -0.334, -0.092, -0.152, 0.315, 0.266, -0.399, -0.159, -0.023, 0.270, 0.309, 0.050, -0.186, -0.050, -0.041, 0.231, -0.289, -0.106, -0.170, 0.326, 0.233, -0.318, -0.161, -0.068, 0.272, 0.272, -0.237, -0.134, -0.145, 0.265, 0.253, -0.387, -0.067, -0.124, 0.256, 0.320]}



# 2
{"formula": "C22H44Br10O6", "method": "ωB97M-V with the def2-TZVPD basis set", "orbital_gap_ev": 9.95, "smiles": "CCOC(C)=O.CCOC(C)=O.CCOC(C)=O.BrCCBr.BrCCBr.BrCCBr.BrCCBr.BrCCBr", "relative_energy_kj_mol": 0.0, "elements": ["C", "C", "O", "C", "C", "O", "H", "H", "H", "H", "H", "H", "H", "H", "C", "C", "O", "C", "C", "O", "H", "H", "H", "H", "H", "H", "H", "H", "C", "C", "O", "C", "C", "O", "H", "H", "H", "H", "H", "H", "H", "H", "Br", "C", "C", "Br", "H", "H", "H", "H", "Br", "C", "C", "Br", "H", "H", "H", "H", "Br", "C", "C", "Br", "H", "H", "H", "H", "Br", "C", "C", "Br", "H", "H", "H", "H", "Br", "C", "C", "Br", "H", "H", "H", "H"], "xyz": [[-0.70455, -3.31466, 1.40483], [-1.98630, -2.54692, 1.22370], [-2.94663, -2.96188, 2.14635], [-3.53133, -4.17315, 2.05932], [-4.67211, -4.48001, 2.99044], [-3.22867, -5.17839, 1.33227], [-0.51830, -3.56782, 2.44854], [0.21771, -2.81705, 1.10498], [-0.60298, -4.18038, 0.75037], [-1.84527, -1.47036, 1.12768], [-2.34748, -2.78572, 0.22339], [-4.90611, -3.76459, 3.77881], [-4.52715, -5.44372, 3.47865], [-5.47702, -4.42880, 2.25723], [-4.97355, 3.12341, -0.16589], [-3.92445, 4.13363, 0.34080], [-3.07239, 3.57551, 1.27974], [-2.17034, 2.66973, 0.97227], [-1.44687, 2.29571, 2.21115], [-1.97940, 2.23758, -0.16405], [-5.51962, 2.74002, 0.69604], [-4.62750, 2.30903, -0.80240], [-5.78495, 3.64468, -0.67383], [-3.36388, 4.62523, -0.45430], [-4.40968, 4.95859, 0.86243], [-0.99186, 3.13909, 2.73055], [-0.56271, 1.70772, 1.96493], [-2.09581, 1.69023, 2.84390], [-2.69421, -0.47941, -2.12375], [-4.21595, -0.28583, -1.82040], [-4.94099, -1.46128, -1.66505], [-5.38876, -1.93501, -0.46510], [-6.42030, -3.08317, -0.64573], [-5.09530, -1.54059, 0.66732], [-2.15025, 0.46025, -2.21987], [-2.58160, -1.00719, -3.07078], [-2.20590, -1.09377, -1.36730], [-4.31749, 0.28493, -0.89735], [-4.74286, 0.30278, -2.57141], [-6.03402, -4.04008, -0.29470], [-6.54525, -3.21103, -1.72097], [-7.38805, -2.73974, -0.28020], [2.92446, 2.50189, 1.91334], [3.09901, 2.07638, 3.89675], [2.87371, 3.33368, 4.71853], [1.07463, 4.13463, 4.44063], [4.03893, 1.66326, 4.26279], [2.36315, 1.28995, 4.06449], [3.49371, 4.15880, 4.36800], [2.96857, 3.22309, 5.79875], [4.19124, -3.43331, -3.68772], [3.16600, -1.77119, -4.27003], [4.03163, -0.84250, -5.09532], [2.64495, 0.49388, -5.64506], [2.68849, -1.21317, -3.46461], [2.27115, -2.06960, -4.81620], [4.46312, -1.49538, -5.85404], [4.90095, -0.43271, -4.58107], [2.08952, 3.36767, -2.49965], [1.91097, 1.73114, -1.54156], [0.83543, 0.75838, -2.09148], [0.87384, -0.92610, -1.01580], [1.42993, 1.89422, -0.57714], [2.92396, 1.33490, -1.47127], [1.06188, 0.39349, -3.09331], [-0.16252, 1.19607, -2.06675], [4.25484, -4.08886, 1.24329], [3.76168, -2.67010, -0.03179], [4.87223, -1.64802, -0.13662], [4.70438, -0.39242, 1.38152], [2.79861, -2.23686, 0.23820], [3.54228, -3.12054, -0.99982], [4.81863, -1.07035, -1.05940], [5.86999, -2.08123, -0.20668], [5.91978, 1.90061, -2.16877], [5.75448, 3.29572, -0.79042], [6.52297, 2.93504, 0.56117], [8.49574, 2.90629, 0.30999], [4.70456, 3.39526, -0.51501], [5.94526, 4.22053, -1.33487], [6.41745, 1.89933, 0.88407], [6.18078, 3.48055, 1.44061]], "mulliken_charge": [-1.390, 0.145, -0.326, 0.753, -0.888, -0.603, 0.378, 0.237, 0.343, 0.502, -0.028, 0.285, 0.325, 0.157, -0.826, -0.279, -0.365, 0.787, -0.794, -0.543, 0.322, 0.022, 0.447, 0.290, 0.296, 0.093, 0.221, 0.312, -0.452, -0.197, -0.345, 0.794, -1.086, -0.564, 0.115, 0.436, -0.148, 0.028, 0.464, 0.279, 0.348, 0.286, -0.014, -0.655, -0.717, -0.148, 0.408, 0.454, 0.328, 0.435, -0.202, -0.432, -0.402, -0.163, -0.083, 0.547, 0.447, 0.315, -0.115, 0.215, -0.586, 0.052, -0.122, 0.010, 0.413, 0.337, -0.158, -0.174, -0.243, -0.132, -0.081, 0.168, 0.009, 0.475, -0.100, -0.119, -0.476, -0.186, -0.061, 0.375, 0.101, 0.449]}



# 3
{"formula": "C22H44CoN3OP3Se", "method": "ωB97M-V with the def2-TZVPD basis set", "orbital_gap_ev": [7.48, 3.85], "multiplicity": 5, "relative_energy_kj_mol": 169.6, "charge": 3, "elements": ["Co", "P", "P", "P", "H", "C", "C", "H", "C", "C", "C", "C", "C", "C", "C", "C", "C", "H", "H", "H", "H", "H", "H", "H", "H", "H", "H", "H", "H", "H", "H", "H", "H", "H", "H", "H", "H", "H", "H", "H", "H", "H", "H", "H", "H", "H", "C", "C", "C", "C", "C", "C", "Se", "H", "H", "H", "H", "H", "H", "C", "N", "C", "C", "C", "N", "C", "O", "N", "H", "H", "H", "H", "H", "H", "H"], "xyz": [[0.44647, 0.25049, 0.04310], [1.48229, -1.97417, 0.53779], [1.53853, 0.04772, -1.96797], [-1.28603, -0.22216, 1.49133], [-1.16082, 2.42705, -2.48459], [-1.39894, 2.50726, -1.42552], [-0.72385, 1.80150, -0.48982], [0.32597, 1.49493, -0.95398], [0.62031, -3.51900, 0.02641], [3.17767, -2.47034, -0.00065], [1.70956, -2.26132, 2.33801], [1.02025, 1.28389, -3.21837], [3.34375, 0.45032, -1.89799], [1.33046, -1.53952, -2.87757], [-2.91273, 0.63350, 1.40872], [-0.69253, 0.13767, 3.19169], [-1.88746, -1.95211, 1.59661], [-2.11987, 3.28826, -1.15757], [-1.04423, 2.00083, 0.54813], [1.29825, -4.37067, 0.17209], [0.33070, -3.45761, -1.02869], [-0.28098, -3.66346, 0.62469], [3.28173, -3.54440, 0.20655], [3.92479, -1.91884, 0.58275], [3.33023, -2.31744, -1.07316], [2.14931, -3.26003, 2.47583], [0.75626, -2.22097, 2.87605], [2.39987, -1.49239, 2.71331], [1.85613, 1.41614, -3.91842], [0.79780, 2.23643, -2.72918], [0.13599, 0.95432, -3.77820], [3.67679, 0.79166, -2.89295], [3.93359, -0.43145, -1.60991], [3.48459, 1.27017, -1.17214], [1.60590, -1.37458, -3.93340], [0.27555, -1.85986, -2.81197], [1.97893, -2.31832, -2.45294], [-3.63957, 0.06304, 2.00672], [-3.26438, 0.65751, 0.37033], [-2.86571, 1.66456, 1.78788], [-1.20271, -0.53318, 3.89568], [-0.93384, 1.17502, 3.45654], [0.39327, -0.00699, 3.26128], [-2.86170, -1.97241, 2.10826], [-1.17628, -2.55931, 2.17122], [-2.02179, -2.34226, 0.57617], [-3.44666, -1.82846, -2.81672], [-3.13725, -0.51585, -2.41226], [-3.99324, 0.54628, -2.71063], [-5.16838, 0.28627, -3.44703], [-5.49667, -1.01737, -3.87579], [-4.62587, -2.06277, -3.55171], [-2.25828, -3.25142, -2.39869], [-3.14517, -3.74502, -1.33032], [-2.20401, -0.32318, -1.88217], [-3.73617, 1.56111, -2.35459], [-5.81453, 1.13080, -3.70738], [-6.42863, -1.20440, -4.44035], [-4.85963, -3.06584, -3.89468], [0.85445, 4.55031, 3.22576], [1.60958, 3.37514, 2.83995], [2.41269, 2.77306, 3.74874], [3.10639, 1.65076, 3.38961], [2.88556, 1.14667, 2.09571], [1.79902, 1.49826, 1.37947], [1.36146, 2.81269, 1.58745], [0.74658, 3.48748, 0.74964], [3.71500, 0.15039, 1.62313], [0.64172, 5.15647, 2.35262], [1.43730, 5.09879, 3.96160], [-0.10454, 4.28430, 3.67737], [2.44221, 3.22514, 4.73654], [3.82275, 1.17996, 4.06411], [4.54607, -0.05676, 2.17673], [3.90675, 0.18769, 0.62174]], "mulliken_charge": [0.749, 0.744, 1.278, 0.879, 0.271, -1.225, 0.561, -0.818, -1.089, -1.505, -1.143, -1.448, -1.636, -0.879, -1.188, -1.460, -1.112, 0.404, 0.498, 0.545, 0.114, 0.404, 0.586, 0.322, 0.390, 0.542, 0.340, 0.234, 0.585, 0.469, 0.282, 0.608, 0.277, 0.420, 0.500, -0.105, 0.438, 0.545, 0.239, 0.430, 0.465, 0.384, 0.256, 0.603, 0.450, -0.079, -0.279, 0.557, -0.525, -0.354, -0.746, -0.204, 0.223, 0.249, 0.182, 0.357, 0.435, 0.416, 0.471, -1.005, 0.119, -0.153, -1.094, 0.082, 0.960, -0.288, -0.675, -0.155, 0.340, 0.394, 0.317, 0.463, 0.472, 0.277, 0.042]}